Entry 1:
12
Properties=species:S:1:pos:R:3 method="wB97M-V/def2-TZVPD" spin_multiplicity=2 total_charge=+2 energy_ha=-247.25225 e_homo_ha="-0.8528 / -0.7368" de_lowest_ev=0.986 orbital_gap_ev="14.8 / 3.3"
O -2.09 1.62 0.36
H -0.70 -0.23 -0.45
H -2.99 1.36 0.09
H -1.91 2.58 0.36
N 0.28 0.09 -0.39
C 1.24 -1.16 -0.26
O 1.58 -1.33 1.07
H 0.30 0.91 0.23
H 0.49 0.43 -1.34
H 0.77 -2.06 -0.71
H 2.22 -0.82 -0.65
H 0.80 -1.40 1.67



Entry 2:
8
Properties=species:S:1:pos:R:3 method="wB97M-V/def2-TZVPD" energy_ha=-836.45923 e_homo_ha=-0.3546 de_lowest_ev=0.515 orbital_gap_ev=9.7
C -0.64 0.37 -0.39
C 0.36 -0.37 0.39
Cl 0.36 -2.06 -0.03
I 2.29 0.67 0.01
H -0.24 0.24 -1.34
H -0.84 1.42 0.02
H -1.54 -0.10 -0.24
H 0.25 -0.18 1.58



Entry 3:
77
Properties=species:S:1:pos:R:3 method="wB97M-V/def2-TZVPD" total_charge=-1 energy_ha=-7318.88401 e_homo_ha=-0.1364 de_lowest_ev=1.361 orbital_gap_ev=5.5
Sr -2.82 -17.34 6.74
O -1.98 -15.80 2.44
C -2.24 -16.04 3.63
N -3.12 -16.88 4.22
C -4.16 -17.56 3.49
C -4.61 -17.11 2.23
C -5.68 -17.72 1.58
C -6.29 -18.84 2.17
C -5.86 -19.30 3.43
C -4.80 -18.68 4.11
N -4.38 -19.03 5.44
C -4.78 -20.18 6.03
O -5.43 -21.15 5.61
C -4.34 -20.36 7.51
C -4.84 -21.43 8.30
C -4.54 -21.47 9.66
C -3.68 -20.52 10.19
C -3.10 -19.59 9.36
N -3.45 -19.52 8.07
C -1.37 -15.21 4.63
C -0.87 -13.96 4.27
C -0.11 -13.27 5.20
C 0.18 -13.85 6.43
C -0.29 -15.11 6.69
N -1.05 -15.76 5.80
H -4.09 -16.27 1.78
H -6.01 -17.36 0.62
H -7.10 -19.36 1.66
H -6.35 -20.13 3.89
H -5.52 -22.09 7.83
H -5.02 -22.20 10.29
H -3.49 -20.51 11.26
H -2.38 -18.85 9.70
H -1.10 -13.55 3.29
H 0.26 -12.30 4.95
H 0.76 -13.33 7.18
H -0.10 -15.60 7.65
Br -5.07 -13.71 5.36
C -6.37 -14.36 6.64
Br -6.96 -16.13 6.26
H -7.20 -13.68 6.54
H -5.91 -14.34 7.63
C 1.23 -17.45 11.72
N 1.14 -17.58 10.28
C 0.91 -18.73 9.60
S 0.45 -18.65 8.01
N 1.02 -19.91 10.23
C 1.82 -20.19 11.41
H 1.10 -16.39 11.95
H 2.19 -17.78 12.13
H 0.41 -17.99 12.21
H 0.87 -16.76 9.77
H 0.85 -20.68 9.60
H 1.29 -20.01 12.33
H 2.75 -19.62 11.40
H 2.09 -21.27 11.39
C -4.68 -13.06 11.20
C -3.71 -13.65 10.18
C -3.13 -12.52 9.32
O -4.44 -14.53 9.31
B -3.58 -15.57 8.88
O -2.40 -15.51 9.69
C -2.58 -14.55 10.75
C -1.24 -13.89 11.03
C -3.02 -15.29 12.00
H -5.44 -12.47 10.66
H -4.18 -12.38 11.91
H -5.19 -13.86 11.75
H -3.95 -12.01 8.81
H -2.47 -12.92 8.55
H -2.56 -11.83 9.95
H -0.76 -13.50 10.12
H -0.59 -14.66 11.49
H -1.37 -13.10 11.78
H -3.98 -15.80 11.82
H -3.09 -14.59 12.84
H -2.27 -16.08 12.23



Entry 4:
12
Properties=species:S:1:pos:R:3 method="wB97M-V/def2-TZVPD" total_charge=-2 energy_ha=-4843.47476 e_homo_ha=-0.0423 orbital_gap_ev=3.7
Zn -0.64 0.19 -0.70
Zn 0.34 -1.82 1.17
P 1.80 -0.26 -1.66
O 0.58 0.73 -2.14
O 2.09 -1.23 -2.80
O 0.86 -1.14 -0.69
O 3.01 0.38 -1.13
P -1.76 0.50 1.70
O -1.28 -0.81 0.87
O -0.93 1.45 0.69
O -1.00 0.80 3.01
O -3.09 1.22 1.69